C31H40BrKN4O2P2 as an isolated structure, computed with ωB97M-V/def2-TZVPD.

XYZ file:
```
81
Properties=species:S:1:pos:R:3:forces:R:3:lowdin_charge:R:1
K 0.23135 -1.08151 -0.32047 -0.7 0.0 -0.5 0.583
C 1.31231 -5.42358 -1.06626 0.1 0.0 0.1 -0.311
P 0.61553 -4.22382 0.15888 0.1 -0.5 -0.2 0.856
C -1.04251 -5.03004 0.31616 0.0 0.0 0.1 -0.301
C 1.44240 -4.88455 1.71667 -0.1 0.3 0.1 -0.406
C 2.01336 -3.75796 2.61618 0.0 -0.2 -0.3 -0.414
P 0.88372 -2.29148 2.59688 -0.5 -0.1 0.9 0.798
C 1.69784 -1.12783 3.78210 0.1 0.0 -0.1 -0.267
C -0.23532 -3.02093 4.01069 0.0 0.0 -0.1 -0.328
H 1.26600 -6.45809 -0.70567 0.0 0.0 0.0 0.024
H 2.35331 -5.16281 -1.27284 0.0 0.0 0.0 0.030
H 0.75934 -5.33168 -2.00181 0.0 0.0 0.0 0.011
H -0.96576 -6.10802 0.49708 0.0 0.0 0.0 0.028
H -1.59467 -4.85759 -0.61061 0.0 0.0 0.0 0.019
H -1.59816 -4.56610 1.13557 0.0 0.0 0.0 0.023
H 2.22317 -5.58782 1.41744 0.0 0.0 0.0 0.056
H 0.69641 -5.45475 2.27835 0.0 0.0 0.0 0.056
H 2.98316 -3.44097 2.23272 0.0 0.0 0.0 0.055
H 2.14940 -4.10879 3.64397 0.0 -0.1 0.0 0.061
H 1.89495 -1.60867 4.74559 0.0 0.0 0.0 0.024
H 1.03262 -0.27645 3.95094 0.0 0.0 0.0 0.019
H 2.62918 -0.74441 3.36702 0.0 0.0 0.0 0.012
H 0.29651 -3.34910 4.91686 0.0 0.0 -0.1 0.004
H -0.81220 -3.87111 3.62511 0.0 0.0 0.0 -0.003
H -0.96093 -2.25028 4.30134 0.0 0.0 0.0 0.000
C -3.29854 -0.39222 -0.45322 0.0 -0.1 0.0 -0.115
N -2.75937 -1.54996 -1.14281 0.0 0.1 -0.1 -0.266
C -3.71069 -2.63780 -1.12960 0.1 0.0 0.0 -0.123
C -2.36924 -1.18949 -2.51423 0.1 -0.2 0.0 -0.208
C -1.56782 -2.25896 -3.24250 0.0 0.1 0.0 -0.300
C -2.23550 -3.05714 -4.17847 0.1 0.0 0.0 -0.114
C -1.53822 -3.99686 -4.93452 0.1 0.1 0.1 -0.156
C -0.16373 -4.10436 -4.74194 -0.1 0.1 0.1 -0.164
C 0.46949 -3.30419 -3.78561 -0.1 0.0 0.0 -0.212
C -0.17930 -2.35048 -2.96580 -0.1 -0.2 -0.4 -0.109
H -4.19374 0.01327 -0.96400 0.0 0.0 0.0 0.082
H -2.54529 0.39287 -0.39654 0.0 0.0 0.0 0.055
H -3.58443 -0.66427 0.56657 0.0 0.0 0.0 0.082
H -4.65390 -2.36129 -1.64028 0.0 0.0 0.0 0.079
H -3.94736 -2.91778 -0.10031 0.0 0.0 0.0 0.077
H -3.29470 -3.50665 -1.63922 0.0 0.0 0.0 0.066
H -1.75387 -0.29127 -2.44593 0.0 0.0 0.0 0.092
H -3.27007 -0.93344 -3.10845 -0.1 0.0 0.1 0.110
H -3.30772 -2.93794 -4.33475 0.0 0.0 0.0 0.085
H -2.05254 -4.61773 -5.66119 0.0 0.0 0.0 0.070
H 0.40762 -4.81591 -5.33609 0.0 0.0 0.0 0.071
H 1.54839 -3.44419 -3.67603 0.0 0.0 0.0 0.060
Br 4.44832 8.89778 -2.66098 0.0 0.0 0.0 0.658
C 2.99544 8.34724 -1.56019 0.0 0.0 0.1 -0.719
C 3.12728 7.22693 -0.75296 -0.1 -0.1 0.1 -0.136
C 2.06573 6.81901 0.03784 0.2 -0.1 0.0 -0.041
C 0.85501 7.52609 0.05040 -0.3 -0.1 0.0 -0.320
C 0.76506 8.66209 -0.75473 0.0 0.2 -0.2 -0.053
C 1.81758 9.06875 -1.56595 -0.2 0.0 0.1 -0.154
N -0.18261 7.29474 0.97935 0.5 -0.1 0.0 0.008
N -0.54634 6.12699 1.35387 -0.3 0.0 -0.2 0.019
C -0.43574 4.97272 0.65234 0.2 0.0 0.1 -0.262
C -0.17557 4.83952 -0.74311 0.0 0.1 0.3 -0.039
C -0.11663 3.64107 -1.37572 0.0 -0.3 0.1 -0.006
C -0.30429 2.38286 -0.67079 -0.1 0.4 0.2 -0.361
O -0.21956 1.29006 -1.22005 0.0 0.2 -0.3 -0.072
C -0.66309 2.50061 0.77699 0.0 -0.2 -0.3 -0.142
N -0.92093 1.34049 1.41453 0.1 0.1 0.0 0.122
C -1.27240 1.38326 2.68023 0.1 0.1 -0.1 -0.149
C -1.39232 2.58869 3.38857 0.0 -0.1 0.0 -0.069
C -1.12386 3.76956 2.74981 0.0 0.1 0.0 -0.026
C -0.74499 3.75700 1.39258 0.0 0.3 0.0 -0.099
H 4.05410 6.66924 -0.74536 0.0 0.0 0.0 0.096
H 2.16940 5.93907 0.65923 0.0 0.0 0.0 0.117
H -0.15813 9.22906 -0.72891 0.0 0.0 0.0 0.101
H 1.72179 9.94810 -2.18973 0.0 0.0 0.0 0.089
H -0.06331 5.73504 -1.33537 0.0 0.1 0.0 0.103
H 0.05462 3.57662 -2.44235 0.0 0.0 0.0 0.105
H -1.46128 0.42880 3.16329 0.0 0.0 0.0 0.098
H -1.69170 2.57507 4.42955 0.0 0.0 0.0 0.092
H -1.19366 4.72170 3.25834 0.0 0.0 0.0 0.097
C 3.47789 -1.26377 0.85348 -0.1 0.0 0.1 -0.329
O 2.13762 -1.49818 1.02310 1.1 0.2 0.2 -0.685
H 3.66346 -0.53825 0.03810 0.1 0.0 0.0 0.061
H 4.05991 -2.17334 0.58702 0.0 0.0 0.0 0.055
H 3.98270 -0.84053 1.75064 0.0 0.0 0.0 0.047
```
Forces are in eV/Å.

The calculation puts the LUMO energy at 3.57 eV. As for the HOMO-LUMO gap: 0.1779 hartree. The calculation puts the highest occupied orbital energy at -1.27 eV. The net charge is -2.

***

One molecule with the formula C31H48N2O3S2, computed with ωB97M-V/def2-TZVPD.

XYZ file:
```
86
Properties=species:S:1:pos:R:3:forces:R:3:lowdin_charge:R:1
C -0.35681 3.68448 -2.06706 0.8 0.4 -0.2 -0.117
C -0.43677 4.74457 -0.90053 0.5 0.0 0.7 -0.242
C -1.42585 4.37987 0.26590 -0.1 0.1 0.2 -0.187
C -2.90502 4.03473 -0.20083 1.4 0.7 0.7 -0.180
N -3.05201 2.56747 -0.37256 -2.3 0.1 -0.8 -0.215
C -3.17241 1.83736 0.90509 1.2 -1.0 0.4 -0.217
C -2.58382 0.37857 0.68630 0.1 0.4 1.5 -0.168
C -1.13440 0.39453 0.06879 0.2 -1.0 -0.2 -0.144
C -1.03709 -0.79383 -1.00529 -0.1 0.3 0.8 -0.108
C -0.66674 -2.07209 -0.18398 0.0 -0.2 -0.5 -0.078
C 0.60771 -2.36229 0.20678 -1.1 0.0 0.1 -0.078
C 1.81112 -1.43906 -0.13650 0.3 -1.2 0.3 -0.113
C 2.14564 -1.32481 -1.67599 0.7 1.3 0.2 -0.172
C 3.70012 -1.47302 -1.98753 -0.6 -0.1 -1.0 -0.168
C 4.17208 -0.33393 -2.98523 -0.2 -0.7 0.2 -0.145
N 4.13462 0.98756 -2.31804 0.2 -0.5 -0.5 -0.168
C 4.74522 1.18871 -1.08542 -1.1 2.7 -0.1 -0.092
C 4.47610 2.56043 -0.71673 -0.2 -1.5 -1.5 -0.089
C 3.70976 3.16366 -1.82641 0.5 -2.2 0.0 -0.100
C 3.51311 2.12353 -2.82730 0.8 1.9 2.9 -0.091
C 0.73658 -3.66951 1.05907 -0.6 1.1 0.3 -0.261
O 1.66474 -4.43365 0.96749 -0.2 0.3 0.2 0.111
C -0.43896 -3.89309 2.07432 -1.4 -0.4 0.1 -0.120
C -0.23097 -4.42124 3.53029 0.4 1.4 -0.3 -0.118
C -0.85778 -3.32592 4.52150 0.6 -0.2 -0.3 -0.188
C 0.07318 -3.01915 5.76104 -0.5 1.0 -0.3 -0.162
C 0.86165 -1.67895 5.46598 -0.4 0.0 0.5 -0.241
O 1.70021 -1.81291 4.30821 0.4 -0.1 0.9 -0.233
C 3.10037 -1.78472 4.64458 -0.2 -0.3 -0.1 -0.102
C -1.71278 -3.59677 1.68482 1.6 0.5 -1.3 0.053
C -1.84034 -3.02575 0.23330 0.6 0.3 1.2 -0.301
O -2.77576 -3.26947 -0.48964 0.3 0.3 0.2 0.096
C -4.03837 2.20720 -1.33136 0.6 -0.4 -0.2 -1.009
S -5.39506 1.31469 -1.06941 0.8 0.4 0.0 0.693
S -3.74441 2.78562 -3.07615 0.0 0.3 0.2 0.808
C -2.71611 1.53976 -3.95493 0.1 -1.3 0.1 -0.489
C -3.21935 0.04528 -3.83859 0.7 0.0 -1.3 -0.281
C -2.00936 -0.91178 -4.24321 -0.4 -0.1 -0.1 -0.122
H -0.35792 4.26200 -3.03410 -0.3 -0.9 0.7 0.083
H -1.13818 2.89353 -2.03510 0.4 0.9 -0.1 0.013
H 0.63578 3.14749 -2.03730 -0.9 0.5 0.1 0.056
H 0.59257 4.78533 -0.43728 -1.0 0.1 -0.4 0.099
H -0.61374 5.79202 -1.27716 -0.1 -1.1 0.2 0.106
H -1.50354 5.20926 1.02703 0.3 -0.6 -0.9 0.111
H -0.95256 3.52433 0.82798 -0.7 0.6 -0.6 0.100
H -3.09565 4.62703 -1.12783 0.0 -0.9 0.5 0.106
H -3.64523 4.37352 0.57775 0.6 -0.3 -0.7 0.129
H -4.19753 1.83476 1.35148 0.6 0.0 -0.7 0.100
H -2.49614 2.29837 1.67977 -0.6 -0.1 -1.0 0.123
H -3.29717 -0.30701 0.16282 0.7 0.8 0.1 0.088
H -2.47820 -0.04655 1.72939 -0.3 0.3 -1.0 0.116
H -0.81519 1.37779 -0.35069 -0.6 -0.7 0.1 0.091
H -0.37147 0.12918 0.85531 -0.9 0.5 -0.6 0.103
H -2.04503 -0.86980 -1.48293 0.9 -0.3 0.4 0.084
H -0.30990 -0.57355 -1.82170 -0.4 -0.3 0.8 0.088
H 1.64187 -0.43642 0.34404 0.1 -0.9 -0.7 0.120
H 2.72855 -1.85631 0.36457 -1.0 0.3 -0.3 0.111
H 1.89580 -0.26464 -1.97721 0.0 -1.1 0.1 0.099
H 1.55549 -2.01662 -2.32200 0.4 0.4 0.7 0.120
H 3.83884 -2.44749 -2.52220 0.1 0.7 0.5 0.112
H 4.31667 -1.49066 -1.05806 -0.5 0.1 -0.8 0.090
H 3.46412 -0.31223 -3.84909 0.5 0.1 0.7 0.123
H 5.18902 -0.56393 -3.40765 -0.8 0.4 0.6 0.125
H 5.30922 0.38841 -0.56383 -0.6 0.8 -0.6 0.116
H 4.81018 3.01360 0.24053 -0.4 -0.3 -1.0 0.086
H 3.33733 4.20509 -1.85008 0.3 -1.0 -0.1 0.083
H 2.95599 2.23222 -3.77847 0.7 -0.6 0.8 0.115
H 0.87143 -4.43571 3.72038 -1.0 -0.4 -0.1 0.108
H -0.72583 -5.40811 3.70068 0.7 0.7 -0.3 0.121
H -1.89637 -3.63391 4.80783 1.0 0.3 -0.1 0.109
H -0.93985 -2.36363 3.94444 -0.1 -0.9 0.6 0.102
H -0.58769 -2.80552 6.64099 0.7 -0.3 -0.5 0.109
H 0.78102 -3.85802 6.00479 -0.7 0.8 -0.2 0.117
H 0.14718 -0.83182 5.25691 0.4 -0.9 0.2 0.126
H 1.45160 -1.35474 6.37080 -0.4 -0.4 -0.9 0.118
H 3.26013 -2.28834 5.63719 0.0 0.5 -0.8 0.092
H 3.63711 -2.38005 3.86368 -0.4 0.7 0.6 0.092
H 3.45461 -0.71657 4.67881 -0.1 -1.0 0.0 0.096
H -2.59832 -3.70532 2.34960 0.7 -0.1 -0.8 0.132
H -1.63149 1.56194 -3.68051 -0.9 0.3 0.1 0.055
H -2.77571 1.81221 -5.04597 0.0 0.1 1.2 0.089
H -3.99563 -0.11512 -4.63646 0.4 0.2 1.0 0.108
H -3.67849 -0.21497 -2.85697 0.6 0.3 -0.7 0.061
H -2.08173 -1.20281 -5.32827 0.0 0.2 1.1 0.076
H -2.03856 -1.84151 -3.62285 0.1 0.7 -0.6 0.070
H -1.00944 -0.42285 -4.12383 -0.8 -0.4 0.1 0.058
```
Forces are in eV/Å.

The SMILES is CCCCN(CCCCC1=C(CCCCn2cccc2)C(=O)C(CCCCOC)=CC1=O)C(=S)SCCC. The calculation puts the LUMO energy at -0.38 eV. As for the HOMO-LUMO gap: 0.2844 hartree. The calculation puts the highest occupied orbital energy at -8.11 eV.

***

C38H33BrCl3F5GeIO4S2Ti as an isolated structure, computed with ωB97M-V/def2-TZVPD.

XYZ file:
```
89
Properties=species:S:1:pos:R:3:forces:R:3:lowdin_charge:R:1
Ti -0.29815 0.69075 -0.89863 -1.0 0.1 1.2 0.892
O 1.42590 0.97597 0.14233 -0.2 0.0 -0.5 -0.697
S 1.63384 2.35074 0.86077 -0.1 0.2 -0.2 1.045
C 2.48659 3.39738 -0.34397 0.1 -0.1 0.0 -0.280
C 3.69332 3.94902 0.40270 0.0 0.1 0.0 -0.216
C 4.28775 2.76395 1.16203 0.0 0.0 0.0 -0.212
C 3.11742 2.07739 1.86587 0.0 -0.1 0.0 -0.268
H 1.76599 4.12335 -0.71112 0.0 0.0 0.0 0.096
H 2.78349 2.72847 -1.15472 0.0 0.0 0.0 0.091
H 3.37985 4.72810 1.10226 0.0 0.0 0.0 0.123
H 4.40056 4.40251 -0.29106 0.0 0.0 0.0 0.121
H 5.04349 3.07397 1.88290 0.0 0.0 0.0 0.117
H 4.75770 2.07059 0.46135 0.0 0.0 0.0 0.116
H 2.88843 2.50257 2.84428 0.0 0.0 0.0 0.088
H 3.20853 0.99778 1.97252 0.0 0.0 0.0 0.103
C -1.07102 -3.81973 -0.58683 0.0 0.0 0.0 -0.197
S 0.08653 -2.61328 -1.20271 -0.2 0.2 -0.3 0.907
C 1.59412 -3.17239 -0.39617 -0.1 0.0 0.0 -0.228
O -0.34343 -1.33157 -0.47610 0.5 0.1 -0.2 -0.687
H -1.11483 -3.75282 0.49940 0.0 0.0 0.0 0.044
H -0.73220 -4.80410 -0.91135 0.0 0.0 0.0 0.074
H -2.03116 -3.57966 -1.03834 0.0 0.0 0.0 0.060
H 2.19557 -3.66979 -1.15719 0.0 0.0 0.0 0.053
H 1.37128 -3.83162 0.43669 0.0 0.0 0.1 0.048
H 2.10842 -2.27859 -0.04909 0.0 0.0 0.0 0.045
Cl -1.27492 5.05184 -2.64650 0.0 0.0 0.0 0.701
C -2.15503 3.81544 -1.90828 -0.1 -0.1 0.2 -1.198
Cl -1.72896 4.52726 0.69615 0.1 0.0 0.1 0.013
Cl -3.83691 3.79745 -2.03817 0.0 0.0 0.0 0.718
C -1.48989 2.73248 -1.26945 -0.2 -0.2 -0.6 -0.858
O -0.19366 2.64262 -1.25887 0.7 -0.2 0.1 -0.220
O -2.08422 1.64942 -0.92873 0.0 0.1 0.0 -0.166
C -5.90025 1.56544 1.72627 0.0 0.0 0.0 -0.091
C -5.05705 2.14954 2.65816 0.0 0.0 0.0 -0.081
C -3.70127 1.84395 2.66186 0.0 0.0 0.0 -0.098
C -3.17382 0.95072 1.73564 0.0 0.0 0.0 -0.321
C -4.03197 0.37844 0.79535 0.0 0.0 0.0 -0.130
C -5.38514 0.67642 0.79067 0.0 0.0 0.0 -0.083
Ge -1.28362 0.46709 1.70230 0.0 -0.1 -0.1 1.092
C -1.23730 -1.42630 2.31359 -0.1 0.0 -0.1 -0.293
C -2.39777 -2.03349 2.79194 0.0 0.0 0.1 -0.083
C -2.38174 -3.32728 3.30590 0.0 0.0 0.0 -0.080
C -1.19512 -4.04242 3.36300 0.0 0.0 0.0 -0.098
C -0.02742 -3.45737 2.88498 0.0 0.0 0.0 -0.115
C -0.05941 -2.17508 2.35502 0.1 0.1 0.1 -0.172
C -0.30129 1.38891 3.17100 0.1 -0.1 0.0 -0.309
C 0.40432 0.65919 4.13184 0.0 0.0 0.0 -0.106
C 1.10215 1.28981 5.15710 0.0 0.0 0.0 -0.097
C 1.10865 2.67355 5.24672 0.0 0.0 0.0 -0.104
C 0.40711 3.41571 4.30503 0.0 0.0 0.0 -0.087
C -0.28529 2.78308 3.28205 0.0 0.0 0.0 -0.185
H -6.95548 1.80859 1.72082 0.0 0.0 0.0 0.098
H -5.45005 2.85496 3.37938 0.0 0.0 0.0 0.101
H -3.05780 2.31979 3.39020 0.0 0.0 0.0 0.093
H -3.64043 -0.29429 0.03801 0.0 0.0 0.0 0.096
H -6.03380 0.22792 0.04826 0.0 0.0 0.0 0.101
H -3.33269 -1.48595 2.78487 0.0 0.0 0.0 0.097
H -3.29949 -3.76802 3.67589 0.0 0.0 0.0 0.103
H -1.17582 -5.04082 3.78166 0.0 0.0 0.0 0.100
H 0.91016 -4.00029 2.93361 0.0 0.0 0.0 0.102
H 0.86120 -1.74363 1.97282 0.0 0.1 0.1 0.098
H 0.40134 -0.42073 4.11884 0.0 -0.1 -0.1 0.082
H 1.62865 0.69099 5.89094 0.0 0.0 0.0 0.099
H 1.64660 3.16788 6.04647 0.0 0.0 0.0 0.099
H 0.39454 4.49750 4.35882 0.0 0.0 0.0 0.107
H -0.78644 3.38685 2.53540 -0.1 0.1 0.0 -0.027
Br 5.74265 -1.59144 -1.88194 0.0 0.0 0.0 0.726
C 4.59686 -2.53145 -3.05563 0.0 -0.1 0.0 -0.743
C 5.07323 -3.71170 -3.61419 0.0 0.0 0.0 -0.132
C 4.27213 -4.45079 -4.46796 0.0 0.0 0.0 -0.074
C 2.98961 -4.01304 -4.76923 0.0 0.0 0.0 -0.074
C 2.51537 -2.83536 -4.21634 0.0 0.0 0.0 -0.155
C 3.31616 -2.08844 -3.35787 -0.1 0.0 0.0 -0.717
I 2.51321 -0.33931 -2.56932 0.5 0.1 -0.1 1.214
H 6.07358 -4.04283 -3.37231 0.0 0.0 0.0 0.101
H 4.65455 -5.36620 -4.89892 0.0 0.0 0.0 0.110
H 2.35869 -4.58005 -5.44051 0.0 0.0 0.0 0.110
H 1.52087 -2.48024 -4.45407 0.0 0.0 0.0 0.098
F -2.53268 -1.42555 -2.24465 0.0 0.0 0.0 0.040
C -2.01081 -0.68612 -3.26069 0.0 0.0 -0.1 -0.236
C -0.97838 0.19511 -3.01627 0.1 -0.1 0.6 -0.080
C -0.54637 0.90070 -4.12132 0.0 0.0 0.0 -0.270
F 0.45994 1.79617 -3.99788 0.0 0.0 0.0 0.018
C -1.08093 0.75013 -5.38937 0.0 0.0 0.0 -0.144
F -0.61971 1.45429 -6.42729 0.0 0.0 0.0 0.117
C -2.10899 -0.15577 -5.58042 0.0 0.0 0.0 -0.138
F -2.63722 -0.32806 -6.79282 0.0 0.0 0.0 0.124
C -2.58305 -0.88432 -4.50406 0.0 0.0 0.0 -0.146
F -3.57738 -1.76193 -4.68331 0.0 0.0 0.0 0.112
```
Forces are in eV/Å.

The calculation puts the LUMO energy (spin up / spin down) at -0.62 / -0.83 eV. The multiplicity is 2. As for the HOMO-LUMO gap (spin up / spin down): 0.2417 / 0.2482 hartree. As for the expectation value of S²: 0.7648. The calculation puts the highest occupied orbital energy (spin up / spin down) at -7.19 / -7.59 eV.